Record 1
DFT (wB97M-V/def2-TZVPD) results for 10 unconnected molecules or ions with the total composition C40H66ClN9O5.

Atoms and positions in Å:
C: 26.7270 11.2094 -34.0247
C: 27.6653 11.3165 -32.8064
N: 27.0192 11.0475 -31.4566
C: 26.3559 9.6900 -31.4693
C: 28.1270 11.0157 -30.3920
C: 28.8730 12.3363 -30.2092
C: 26.0042 12.1592 -31.1492
C: 25.2694 11.9222 -29.8461
O: 25.9953 12.3585 -28.7097
C: 25.3312 12.3223 -27.5030
H: 26.2231 10.2554 -34.1872
H: 27.2592 11.4236 -34.9496
H: 25.8884 11.8975 -33.9132
H: 28.0460 12.3377 -32.7729
H: 28.5837 10.7338 -32.8825
H: 25.3862 9.7792 -31.9551
H: 26.2270 9.3105 -30.4590
H: 27.0850 9.0961 -32.0184
H: 28.7745 10.1734 -30.6314
H: 27.6493 10.7608 -29.4461
H: 29.4887 12.5878 -31.0716
H: 29.5885 12.0909 -29.4181
H: 28.3451 13.1880 -29.7881
H: 25.2605 12.0848 -31.9405
H: 26.5814 13.0765 -31.0705
H: 24.9295 10.8899 -29.7181
H: 24.3772 12.5574 -29.8111
H: 24.6740 11.4686 -27.3120
H: 24.8080 13.2251 -27.1747
H: 26.1085 12.1363 -26.7541
Cl: 22.4431 8.7181 -29.1665
O: 23.8314 8.5156 -29.4190
O: 21.7109 7.6820 -29.8791
O: 22.1287 8.6114 -27.7597
O: 22.0587 9.9905 -29.6749
C: 20.4350 8.2045 -23.2114
C: 21.3150 8.1700 -24.4473
C: 22.0221 6.8274 -24.6299
C: 22.9854 6.4325 -23.5599
N: 23.6780 6.0896 -22.6982
H: 19.6950 7.4139 -23.3645
H: 19.8616 9.1293 -23.1315
H: 20.9252 8.0758 -22.2472
H: 22.0544 8.9709 -24.3713
H: 20.7270 8.3095 -25.3544
H: 22.5185 6.7414 -25.5942
H: 21.2672 6.0377 -24.5794
C: 21.2443 15.8596 -30.9927
C: 21.2947 14.4566 -30.3424
C: 21.6653 13.3140 -31.3186
C: 20.7912 13.0863 -32.4917
N: 20.1449 12.9686 -33.4347
H: 21.8105 15.8140 -31.9278
H: 21.7160 16.6016 -30.3513
H: 20.2445 16.1711 -31.2887
H: 20.2889 14.3907 -29.9295
H: 22.0809 14.4581 -29.5896
H: 21.7296 12.3456 -30.8091
H: 22.7233 13.3619 -31.5871
C: 20.5868 9.6501 -35.2251
C: 21.1850 8.4446 -34.5230
C: 21.6026 8.8156 -33.0679
C: 22.5427 9.9070 -32.9823
N: 23.2422 10.8303 -32.9444
H: 21.2630 10.5005 -35.3232
H: 19.7312 9.9933 -34.6408
H: 20.2678 9.3787 -36.2321
H: 22.0100 8.0722 -35.1332
H: 20.4230 7.6699 -34.4907
H: 22.0746 7.9357 -32.6274
H: 20.7751 9.1491 -32.4397
N: 24.5273 5.4899 -26.5471
C: 25.2096 4.3559 -26.2379
C: 24.8148 3.3553 -27.0665
C: 23.9126 3.8990 -27.9824
C: 23.7037 5.2195 -27.6031
H: 24.6493 6.3911 -26.1207
H: 25.9450 4.2891 -25.4517
H: 25.0757 2.3096 -27.0162
H: 23.4381 3.3897 -28.8058
H: 23.1409 6.0013 -28.0892
N: 26.1884 7.8079 -26.7534
C: 26.8269 7.2958 -25.6355
C: 26.2094 7.8484 -24.5458
C: 25.2542 8.7917 -24.9560
C: 25.2681 8.7405 -26.3343
H: 26.2926 7.5049 -27.7055
H: 27.6224 6.5913 -25.8118
H: 26.4209 7.6012 -23.5163
H: 24.5397 9.3917 -24.4174
H: 24.6687 9.1545 -27.1292
N: 18.7970 7.4306 -28.1102
C: 18.7680 6.8513 -26.8778
C: 17.4483 6.8079 -26.4701
C: 16.7041 7.4466 -27.4490
C: 17.5355 7.8022 -28.4901
H: 19.6338 7.4655 -28.6716
H: 19.6619 6.3621 -26.5238
H: 17.1376 6.2917 -25.5758
H: 15.6243 7.4722 -27.4450
H: 17.3946 8.2726 -29.4485
N: 19.0247 4.9543 -33.8450
C: 17.7466 5.3713 -33.6011
C: 17.8065 6.3501 -32.6288
C: 19.1593 6.5462 -32.3321
C: 19.9081 5.6412 -33.0820
H: 19.3196 4.2920 -34.5407
H: 16.9698 4.8724 -34.1582
H: 16.9337 6.8203 -32.2062
H: 19.5491 7.2439 -31.6069
H: 20.9601 5.4292 -33.1797
N: 22.4879 11.3934 -25.8599
C: 23.1085 12.1623 -24.8878
C: 22.7579 13.5017 -25.0588
C: 21.9352 13.5719 -26.1868
C: 21.7518 12.2645 -26.5982
H: 22.4388 10.3933 -25.9766
H: 23.7537 11.6947 -24.1609
H: 23.1304 14.3704 -24.5393
H: 21.5453 14.4435 -26.6860
H: 21.1499 11.8541 -27.3968

Computed properties:
- energy above the lowest of the compared OMol25 structures with the same formula, charge and spin (kJ/mol) = 0.0



Record 2
DFT (wB97M-V/def2-TZVPD) results for 12 unconnected molecules or ions with the total composition C40H67Cl8N3O10.

Atoms and positions in Å:
C: 1.0541 -2.9552 -1.0133
C: 1.9188 -4.1924 -0.7849
C: 2.5786 -4.6289 -2.0736
C: 1.5811 -5.2527 -3.0123
N: 0.8489 -5.7292 -3.7006
H: 1.6622 -2.0522 -1.0500
H: 0.2602 -2.7973 -0.2862
H: 0.4983 -3.0431 -1.9748
H: 1.2796 -4.9744 -0.3863
H: 2.6536 -3.9552 -0.0010
H: 3.3512 -5.3577 -1.8792
H: 2.9379 -3.7750 -2.6584
C: -0.5160 0.0164 0.6600
C: 0.4664 0.8888 -0.1266
C: 0.8691 2.0862 0.6661
C: -0.3153 2.7686 1.1634
N: -1.2068 3.3417 1.6162
H: -1.5123 0.3969 0.4874
H: -0.3930 -0.0117 1.7675
H: -0.5141 -1.0636 0.3442
H: 0.0627 1.0791 -1.0870
H: 1.4254 0.4069 -0.3370
H: 1.4398 2.6900 -0.0358
H: 1.5014 1.8866 1.5545
C: 4.6074 -0.7700 -3.4058
C: 3.5298 0.1582 -4.0332
C: 2.9152 1.1317 -3.0175
C: 3.8149 2.2052 -2.5508
N: 4.4613 3.0267 -2.0735
H: 4.1025 -1.2282 -2.5573
H: 5.4849 -0.2289 -2.9572
H: 4.8863 -1.4727 -4.2025
H: 2.7334 -0.5528 -4.3228
H: 3.8596 0.7308 -4.9069
H: 2.4556 0.4960 -2.2227
H: 2.0345 1.6194 -3.4027
O: -4.9742 -3.0501 -2.0172
C: -4.1120 -3.7928 -1.6440
O: -3.7225 -4.8811 -2.3347
C: -2.3942 -5.2392 -1.8781
C: -2.3125 -4.7334 -0.4357
C: -3.2722 -3.5365 -0.4103
H: -1.6017 -4.8965 -2.5442
H: -2.3414 -6.3281 -1.9874
H: -1.3063 -4.4926 -0.0700
H: -2.5872 -5.4885 0.2895
H: -2.8566 -2.5673 -0.6194
H: -3.8888 -3.4098 0.4574
O: 4.1966 -0.2680 -0.2263
C: 4.8412 0.6885 0.1284
O: 4.1777 1.8160 0.5872
C: 5.2006 2.8035 0.9193
C: 6.5284 2.3586 0.3599
C: 6.3660 0.8842 0.2438
H: 5.2753 2.9029 2.0133
H: 4.8925 3.7769 0.5406
H: 7.3809 2.6135 0.9855
H: 6.7168 2.7855 -0.6101
H: 6.8370 0.3457 1.1085
H: 6.9401 0.5438 -0.6445
O: -0.1833 -2.9949 2.1577
C: 0.9745 -2.8034 2.3493
O: 1.8851 -3.7792 2.2492
C: 3.2563 -3.3142 2.5876
C: 3.0712 -1.9665 3.2599
C: 1.7279 -1.4690 2.6703
H: 3.8544 -3.2637 1.6791
H: 3.7049 -4.0473 3.2450
H: 3.9591 -1.3482 3.1020
H: 2.9515 -2.0968 4.3598
H: 1.9094 -1.0399 1.6882
H: 1.0966 -0.7527 3.2178
O: -0.9375 -0.7135 -2.5923
C: -1.9427 -0.8215 -3.2671
O: -2.3684 -2.0049 -3.6942
C: -3.4239 -1.8342 -4.6450
C: -4.0358 -0.4999 -4.2790
C: -2.8633 0.2598 -3.7389
H: -4.1304 -2.6832 -4.5793
H: -2.9790 -1.9376 -5.6517
H: -4.8220 -0.6656 -3.5398
H: -4.4033 0.0303 -5.1281
H: -3.1375 1.0005 -2.9736
H: -2.3404 0.7140 -4.5634
O: -6.3405 -0.8608 3.2625
C: -5.2490 -1.2405 3.3271
O: -4.9445 -2.5907 3.2238
C: -3.5279 -2.8343 3.4216
C: -2.8548 -1.5425 3.2560
C: -3.9614 -0.5774 3.5910
H: -3.2235 -3.5844 2.6692
H: -3.3763 -3.2513 4.4408
H: -2.5140 -1.3524 2.2342
H: -2.0050 -1.5356 3.9233
H: -3.9598 0.3604 3.0880
H: -4.0285 -0.2934 4.6463
Cl: 1.5182 7.7246 4.2131
C: 0.3441 7.4216 2.8617
C: -0.4019 6.1714 3.1239
Cl: -1.5138 6.1188 4.5207
H: 0.9011 7.2575 1.9448
H: -0.3264 8.2263 2.9759
H: 0.3346 5.4014 3.4304
H: -0.9286 5.8283 2.2515
Cl: -2.9130 2.1750 6.1919
C: -1.6169 2.3191 5.0263
C: -0.3929 2.9955 5.7303
Cl: 1.0935 2.9007 4.7866
H: -1.9513 2.7533 4.0940
H: -1.3536 1.3156 4.7470
H: -0.2785 2.5693 6.7538
H: -0.5608 4.0548 5.8337
Cl: -0.5430 4.3018 -2.5069
C: -1.3208 3.4759 -3.8759
C: -0.5562 2.5262 -4.7491
Cl: 0.9912 3.2331 -5.4118
H: -1.5908 4.3399 -4.5014
H: -2.2455 2.9797 -3.6020
H: -1.1188 2.1827 -5.5428
H: -0.2271 1.6839 -4.1624
Cl: -4.4565 0.1881 0.2084
C: -3.9928 1.8421 0.7314
C: -3.5895 2.7195 -0.4193
Cl: -4.8541 2.9399 -1.7398
H: -3.1588 1.8399 1.4327
H: -4.8632 2.3202 1.1805
H: -2.7901 2.1516 -0.8823
H: -3.2773 3.6537 -0.0532

Computed properties:
- SMILES = O=C1CCCO1.O=C1CCCO1.O=C1CCCO1.O=C1CCCO1.O=C1CCCO1.CCCC#N.CCCC#N.CCCC#N.ClCCCl.ClCCCl.ClCCCl.ClCCCl



Record 3
DFT (wB97M-V/def2-TZVPD) results for a molecular structure, C40H70BrN3O9PbSSbSi4.

Atoms and positions in Å:
Pb: 0.1319 -0.0874 0.1582
C: 3.0447 3.6538 1.7078
Si: 3.3256 2.8888 -0.0190
C: 2.3891 3.9521 -1.3067
C: 5.1824 3.1391 -0.4726
Si: 2.7902 0.5628 -0.0497
Si: 4.0150 -0.5772 1.6754
C: 3.8646 -2.4523 1.2928
C: 5.8972 -0.1774 1.5922
C: 3.5812 -0.3560 3.5203
Si: 3.5014 -0.2788 -2.1823
C: 2.5166 -1.8942 -2.5110
C: 3.1480 0.8360 -3.7043
C: 5.3561 -0.7549 -2.3341
H: 3.4323 4.6659 1.8016
H: 3.5076 3.0481 2.4815
H: 1.9781 3.6909 1.9061
H: 2.6021 5.0122 -1.1915
H: 1.3215 3.8172 -1.1840
H: 2.6445 3.6731 -2.3244
H: 5.4662 4.1877 -0.4606
H: 5.3864 2.7581 -1.4675
H: 5.8324 2.6164 0.2192
H: 4.3897 -2.7298 0.3844
H: 2.8145 -2.7032 1.1600
H: 4.2442 -3.0747 2.0973
H: 6.2763 -0.2290 0.5784
H: 6.4865 -0.8601 2.1990
H: 6.0898 0.8253 1.9599
H: 2.5091 -0.3847 3.6740
H: 3.9361 0.5949 3.9072
H: 4.0094 -1.1422 4.1408
H: 1.4521 -1.6852 -2.5803
H: 2.6593 -2.5752 -1.6767
H: 2.8141 -2.4064 -3.4212
H: 2.1513 1.2592 -3.6412
H: 3.2112 0.2870 -4.6408
H: 3.8495 1.6627 -3.7584
H: 5.6233 -1.5051 -1.5982
H: 5.9865 0.1111 -2.1597
H: 5.6080 -1.1516 -3.3144
O: -2.4150 2.4746 -1.9226
C: -2.9545 3.2705 -0.9774
C: -4.2410 3.7683 -1.1785
C: -4.8488 4.5423 -0.2129
C: -4.1749 4.8620 0.9568
C: -2.8817 4.4130 1.1419
C: -2.2585 3.6153 0.1901
C: -0.8727 3.0942 0.4771
O: -0.2636 3.4939 1.4564
O: -0.4281 2.2098 -0.3572
H: -1.5210 2.2195 -1.5490
H: -4.7472 3.5369 -2.1046
H: -5.8560 4.9011 -0.3733
H: -4.6609 5.4616 1.7143
H: -2.3157 4.6626 2.0282
C: 0.5535 -6.6073 0.4734
C: 1.1916 -5.3393 -0.0611
C: 1.4596 -5.4633 -1.5523
Sb: 0.0805 -3.4307 0.4104
C: -0.4219 -3.8263 2.5451
C: 0.8559 -3.7029 3.3551
C: -1.1625 -5.1018 2.9229
C: -1.9068 -3.6916 -0.6175
C: -3.0804 -4.0117 0.2906
C: -1.8680 -4.6382 -1.8017
H: 1.0627 -7.4827 0.0668
H: -0.4952 -6.6693 0.1910
H: 0.6244 -6.6524 1.5547
H: 2.1477 -5.1783 0.4463
H: 0.5916 -5.8634 -2.0656
H: 2.2925 -6.1445 -1.7340
H: 1.7059 -4.5045 -2.0014
H: -1.0582 -2.9677 2.7653
H: 1.5295 -4.5339 3.1416
H: 0.6202 -3.7151 4.4195
H: 1.3701 -2.7705 3.1367
H: -0.4589 -5.8960 3.1592
H: -1.8264 -5.4573 2.1414
H: -1.7555 -4.9169 3.8175
H: -2.0419 -2.6825 -1.0102
H: -3.0773 -5.0593 0.5844
H: -4.0195 -3.8307 -0.2364
H: -3.0729 -3.3969 1.1887
H: -1.6682 -5.6598 -1.4878
H: -1.1069 -4.3311 -2.5145
H: -2.8327 -4.6311 -2.3128
Br: -1.8182 -2.1374 5.5722
C: -2.4620 -0.7328 4.4710
C: -3.7988 -0.3969 4.5922
C: -4.3338 0.5706 3.7608
C: -3.5348 1.1838 2.8106
C: -2.1900 0.8609 2.7308
C: -1.6268 -0.1022 3.5593
C: -0.1309 -0.4021 3.5607
O: 0.4184 -0.4543 4.6485
O: 0.4358 -0.6041 2.4379
H: -4.4097 -0.8932 5.3304
H: -5.3764 0.8394 3.8491
H: -3.9606 1.9158 2.1392
H: -1.5535 1.3878 2.0378
C: -9.2051 1.2190 -0.7267
C: -8.3264 1.1559 -1.9564
S: -6.6962 0.5363 -1.4139
O: -6.2383 1.3672 -0.3339
O: -6.8379 -0.8724 -1.1368
C: -5.6195 0.7545 -2.8847
C: -4.8753 -0.5306 -3.2275
N: -3.4581 -0.4106 -3.0268
C: -2.8240 -0.4403 -1.8302
N: -1.5128 -0.3837 -1.9903
C: -1.2785 -0.2607 -3.3128
C: -2.4805 -0.2636 -3.9950
N: -2.6846 -0.1891 -5.3663
O: -1.6797 -0.0892 -6.0784
O: -3.8431 -0.2405 -5.8198
C: -3.5615 -0.5061 -0.5500
H: -10.1764 1.6547 -0.9491
H: -8.7093 1.8232 0.0290
H: -9.3411 0.2177 -0.3258
H: -8.1623 2.1353 -2.3979
H: -8.6938 0.4531 -2.6996
H: -4.9245 1.5552 -2.6482
H: -6.2800 1.0598 -3.6904
H: -5.0308 -0.7911 -4.2769
H: -5.2582 -1.3388 -2.5958
H: -0.2930 -0.1736 -3.7172
H: -4.3028 -1.3038 -0.5603
H: -4.0953 0.4275 -0.3687
H: -2.8740 -0.6654 0.2764

Computed properties:
- energy above the lowest of the compared OMol25 structures with the same formula, charge and spin (kJ/mol) = 182.5
- total charge = -1



Record 4
DFT (wB97M-V/def2-TZVPD) results for 10 unconnected molecules or ions with the total composition C40H70N10.

Atoms and positions in Å:
C: -1.9335 3.2656 3.1898
C: -2.1314 4.3738 2.1436
C: -3.4166 5.1619 2.4127
C: -3.7188 6.1802 1.3854
N: -3.9115 6.9534 0.5587
H: -1.2846 2.5619 2.6591
H: -2.7987 2.6125 3.3074
H: -1.5686 3.6007 4.1554
H: -2.1321 3.9572 1.1325
H: -1.2900 5.0597 2.0181
H: -3.3555 5.6593 3.3831
H: -4.3290 4.5642 2.4611
C: -4.7845 -3.9353 -4.7877
C: -3.6596 -3.7378 -3.7770
C: -3.3002 -4.9309 -2.8877
C: -2.8787 -6.1002 -3.6777
N: -2.5680 -7.0045 -4.3151
H: -5.8104 -4.0439 -4.4253
H: -4.6451 -4.9255 -5.2354
H: -4.7527 -3.1044 -5.4874
H: -3.7977 -2.8280 -3.1968
H: -2.7097 -3.6303 -4.3131
H: -4.1639 -5.2811 -2.3148
H: -2.4349 -4.7589 -2.2455
C: -0.3922 -3.2656 -3.5558
C: 1.0914 -3.1247 -3.9683
C: 1.3959 -1.7586 -4.5845
C: 1.5879 -0.6798 -3.6063
N: 1.7120 0.2230 -2.9032
H: -0.9504 -3.4747 -4.4641
H: -0.7435 -2.3718 -3.0379
H: -0.4136 -4.0392 -2.7880
H: 1.4418 -3.8904 -4.6578
H: 1.7139 -3.2222 -3.0751
H: 0.5511 -1.3327 -5.1357
H: 2.3657 -1.6542 -5.0844
C: -1.8849 4.4139 -3.6553
C: -0.8801 3.2649 -3.6821
C: 0.4456 3.7674 -3.0409
C: 1.4919 3.9104 -4.0849
N: 2.2724 4.0622 -4.9161
H: -2.1681 4.5558 -2.6073
H: -2.7923 4.2166 -4.2254
H: -1.4857 5.3917 -3.9259
H: -0.6299 2.8544 -4.6570
H: -1.2024 2.4445 -3.0418
H: 0.8460 3.0207 -2.3518
H: 0.4073 4.7266 -2.5289
C: 4.7335 2.1367 -0.5461
C: 4.6337 0.8144 0.2437
C: 4.1022 -0.3408 -0.6437
C: 4.9155 -0.4871 -1.8320
N: 5.5352 -0.6487 -2.7854
H: 4.8947 2.9548 0.1555
H: 3.7782 2.2009 -1.0654
H: 5.5702 2.1677 -1.2434
H: 3.9054 1.0247 1.0265
H: 5.5504 0.5123 0.7544
H: 3.0392 -0.1944 -0.8142
H: 4.2230 -1.2773 -0.0912
C: -8.3402 2.5458 1.2878
C: -7.9178 1.2276 1.9699
C: -6.7309 1.3596 2.8995
C: -5.5330 1.6774 2.1579
N: -4.5767 1.9334 1.5796
H: -9.3746 2.4936 0.9546
H: -7.7441 2.7426 0.3861
H: -8.1367 3.5036 1.7768
H: -7.8780 0.5215 1.1420
H: -8.7862 0.9162 2.5570
H: -6.6877 0.4827 3.5562
H: -6.9056 2.0703 3.7152
C: 0.3297 -0.6194 0.1181
C: -0.6001 0.4874 0.6789
C: -1.6967 0.8408 -0.3359
C: -2.3458 -0.3463 -0.9319
N: -2.8714 -1.2594 -1.3806
H: 0.0009 -1.6047 0.4438
H: 1.3716 -0.4928 0.4081
H: 0.3060 -0.6799 -0.9730
H: -0.1755 1.3955 1.0891
H: -1.0773 -0.0947 1.4708
H: -1.3259 1.3041 -1.2569
H: -2.4789 1.4656 0.0929
C: 1.3806 -4.4048 0.5749
C: 0.7325 -5.7288 0.1591
C: 1.7568 -6.8752 0.3723
C: 2.2946 -6.9501 1.7341
N: 2.6967 -7.0569 2.8067
H: 0.7402 -3.6032 0.1871
H: 2.3464 -4.1606 0.1243
H: 1.4551 -4.1399 1.6299
H: 0.4160 -5.6451 -0.8758
H: -0.1093 -5.9250 0.8240
H: 2.5661 -6.5777 -0.2976
H: 1.3583 -7.8495 0.0969
C: 3.9809 4.8151 4.7550
C: 3.1566 4.6034 3.4916
C: 2.5915 3.2261 3.1787
C: 1.9902 3.2131 1.8361
N: 1.5571 3.1842 0.7763
H: 4.6968 4.0053 4.9144
H: 3.3232 4.9717 5.6082
H: 4.6072 5.6987 4.6321
H: 3.7216 4.9440 2.6109
H: 2.4605 5.4512 3.4308
H: 1.8752 2.9315 3.9474
H: 3.4136 2.5105 3.2336
C: 5.3197 -3.7651 3.0316
C: 5.8069 -2.6995 4.0164
C: 5.3618 -1.2763 3.6369
C: 4.0564 -1.0766 3.0210
N: 3.0209 -0.8333 2.5884
H: 5.7633 -3.6698 2.0369
H: 4.2415 -3.6783 2.8734
H: 5.4869 -4.7992 3.3325
H: 6.8913 -2.7470 4.1087
H: 5.4282 -2.9315 5.0128
H: 6.0166 -0.8431 2.8721
H: 5.4876 -0.7590 4.5885

Computed properties:
- energy above the lowest of the compared OMol25 structures with the same formula, charge and spin (kJ/mol) = 313.6
- SMILES = CCCC#N.CCCC#N.CCCC#N.CCCC#N.CCCC#N.CCCC#N.CCCC#N.CCCC#N.CCCC#N.CCCC#N



| no. | calculated total energy (hartree) | strongest force on any atom (eV/Å) | LUMO level (eV) |
| --- | --- | --- | --- |
| 1 | -2892.56771 | 2.551 | -0.2 |
| 2 | -6162.57604 | 6.004 | 0.1 |
| 3 | -6970.99022 | 1.852 | 0.9 |
| 4 | -2113.54136 | 2.380 | 0.3 |